Here is a 3-piece molecular cluster, C16H31N2O12P2 overall at a distorted geometry from OMol25. Energies are from the ωB97M-V functional and the def2-TZVPD basis.

* highest occupied orbital energy: -12.382 eV
* net charge: +1

```
63
Properties=species:S:1:pos:R:3:forces:R:3
C -0.782175 -2.287610 1.263438 0.142 0.250 -0.147
C -1.413637 -2.812280 -0.001497 -0.431 0.133 0.897
O -1.241564 -1.976327 -1.173617 0.338 -0.091 -0.268
N -1.447892 -0.650211 -0.927843 -0.217 -0.117 0.106
C -2.707075 -0.251625 -0.727423 -0.400 0.394 0.041
C -3.006285 1.072562 -0.495980 0.168 -0.224 -0.016
C -1.987803 2.009530 -0.488263 0.297 0.149 -0.139
C -2.283270 3.456030 -0.245172 0.221 0.138 0.063
P -0.966542 4.389604 0.592338 -0.120 0.535 1.281
O -0.523029 3.768979 1.836560 0.095 -0.440 -0.075
O 0.216912 4.636189 -0.439314 -0.140 -0.304 -0.450
O -1.619715 5.819914 0.836590 -0.198 -0.483 -0.641
C -0.696046 1.548961 -0.716482 -0.071 -0.281 -0.098
C -0.414785 0.210492 -0.943311 0.303 0.476 0.427
P 1.338648 -0.270764 -1.301142 0.504 -1.378 -1.049
N 1.423785 -1.602078 -2.059479 -0.140 0.816 0.027
O 2.067175 -0.200084 0.094997 -0.443 0.411 0.318
O 1.929975 1.021303 -2.034112 -0.601 0.231 0.542
H 0.292420 -2.167264 1.154611 0.187 -0.198 -0.007
H -0.970580 -3.013525 2.046797 0.057 -0.114 0.162
H -1.198830 -1.342600 1.602454 -0.181 0.134 0.026
H -2.477679 -2.964007 0.165029 -0.221 -0.001 -0.084
H -0.986482 -3.774011 -0.237515 0.214 -0.065 -0.592
H -3.469445 -1.006746 -0.764286 -0.033 -0.307 -0.023
H -4.020603 1.380426 -0.315409 -0.262 -0.128 -0.016
H -2.575665 3.965553 -1.162097 -0.014 -0.080 -0.271
H -3.129370 3.518906 0.432377 -0.190 0.120 0.124
H 1.033656 4.298886 -0.047494 0.239 0.209 -0.006
H -2.154731 6.079824 0.073798 0.007 0.491 0.148
H 0.124354 2.242804 -0.713916 0.192 0.051 -0.006
H 1.899848 -1.464236 -2.945125 0.079 -0.511 -0.080
H 1.511808 -0.488735 0.829939 0.265 -0.016 0.220
H 1.257552 1.390435 -2.620684 0.320 0.165 -0.384
C 4.721285 2.966072 -2.447273 0.033 0.214 -0.075
C 5.174122 1.751537 -3.230203 -0.123 -0.102 0.307
O 5.656020 2.097478 -4.532902 -0.120 0.017 -0.044
C 6.872084 2.650302 -4.561250 0.077 -0.162 -0.124
O 7.581639 2.840003 -3.609978 0.012 0.070 0.100
O 7.168105 2.927192 -5.826937 -0.039 0.050 -0.020
C 8.430355 3.578536 -6.009402 0.150 0.072 -0.125
H 3.974544 3.527936 -3.012880 -0.057 -0.069 0.009
H 4.286993 2.661262 -1.494482 -0.004 -0.052 -0.009
H 5.552049 3.638945 -2.244395 0.063 -0.068 0.028
H 4.331552 1.085290 -3.406475 0.025 -0.005 -0.150
H 5.935019 1.188218 -2.690021 0.094 0.099 -0.028
H 9.233941 3.001928 -5.558229 -0.027 0.008 0.084
H 8.401723 4.579215 -5.582269 0.031 -0.029 0.078
H 8.588350 3.646073 -7.081171 -0.114 -0.043 -0.018
C -4.764786 -3.370630 6.785902 -0.022 -0.236 -0.026
C -4.143055 -2.851999 5.507752 -0.117 0.268 0.280
O -3.606230 -3.911175 4.695303 0.092 0.039 -0.088
C -4.509121 -4.647161 4.046729 0.107 -0.004 0.068
O -5.699044 -4.483652 4.058060 -0.100 0.033 -0.057
O -3.858359 -5.594697 3.369373 0.032 -0.010 -0.072
C -4.712924 -6.526122 2.694796 -0.008 -0.151 -0.114
H -4.043403 -3.969324 7.342798 0.044 0.083 0.032
H -5.087015 -2.538567 7.411104 0.033 0.029 -0.005
H -5.629408 -3.997946 6.578593 -0.042 0.062 -0.044
H -3.291541 -2.215046 5.740239 0.100 -0.090 -0.099
H -4.853021 -2.264912 4.924211 -0.061 -0.126 -0.046
H -5.410344 -6.010771 2.038414 -0.053 0.036 0.069
H -5.257958 -7.127664 3.419016 -0.073 0.053 0.000
H -4.064503 -7.168617 2.106808 0.096 0.045 0.059
```
Forces are in eV/Å.

Mulliken population analysis, charges in e, atoms 1 to 5: atom 1 (C): -0.93, atom 2 (C): -0.30, atom 3 (O): -0.35, atom 4 (N): 0.35, atom 5 (C): -0.35

Here is C16H31N8SSi2Y as an isolated structure from OMol25. Energies are from the ωB97M-V functional and the def2-TZVPD basis.

* highest occupied orbital energy: -13.807 eV
* energy relative to the best compared isomer or geometry (same formula, charge and spin): 0.523 eV
* net charge: +2

```
59
Properties=species:S:1:pos:R:3:forces:R:3
Y 0.703001 -0.534339 -0.783310 0.326 -0.224 0.385
N 0.434705 1.509984 -4.780366 0.051 0.102 0.038
C 1.091818 2.601158 -4.254460 -0.048 -0.037 -0.083
C 1.448982 2.247387 -2.996098 0.093 -0.138 0.025
N 1.031039 0.953238 -2.741332 -0.009 0.247 0.195
C 0.420533 0.549577 -3.844390 -0.014 -0.188 -0.099
C -0.124429 -0.795691 -3.925136 0.096 0.151 -0.051
N -0.087822 -1.588106 -2.865487 -0.165 -0.200 0.117
C -0.620982 -2.797359 -3.279519 0.143 0.079 0.019
C -0.972385 -2.710434 -4.586114 0.006 0.056 -0.091
N -0.649881 -1.431558 -4.982342 -0.063 -0.088 0.038
H 0.031921 1.470554 -5.703337 0.005 -0.003 -0.005
H 1.236075 3.508130 -4.814537 0.007 -0.008 0.002
H 1.980433 2.833908 -2.268348 -0.029 0.011 0.004
H -0.693219 -3.646949 -2.624639 -0.021 -0.002 -0.016
H -1.409215 -3.425159 -5.261132 0.007 -0.001 0.012
H -0.793443 -1.063648 -5.909558 0.017 -0.004 -0.006
C 3.579530 1.483117 3.690812 0.000 -0.015 -0.019
C 3.429263 0.120135 3.131060 0.038 -0.024 0.121
N 3.647960 -0.993810 3.751353 -0.047 -0.019 -0.155
N 3.366728 -1.970646 2.837351 0.052 0.021 0.121
C 2.970371 -1.495777 1.664939 -0.064 -0.212 -0.048
S 2.575406 -2.330663 0.241486 -0.012 0.019 -0.197
N 3.001715 -0.158572 1.840754 -0.070 0.154 -0.040
N 2.664817 0.715373 0.803916 -0.056 0.062 -0.243
H 3.927036 1.394137 4.716789 0.006 0.005 -0.004
H 2.626937 2.016975 3.697477 -0.002 -0.009 -0.008
H 4.308880 2.063610 3.124003 0.000 0.004 0.005
H 3.482473 -2.942341 3.085158 0.000 0.001 0.008
H 2.314809 1.576989 1.215647 -0.067 -0.031 0.030
H 3.517030 0.934125 0.287109 0.007 0.089 0.036
C -1.089248 -2.972202 0.186023 0.050 -0.146 -0.049
Si -1.819758 -1.585495 1.235542 0.012 0.083 0.117
C -3.558995 -1.354851 0.622423 -0.136 -0.004 -0.034
C -1.815244 -2.086511 3.022847 -0.011 -0.090 0.135
C -0.693428 -0.116814 0.986656 -0.084 0.094 -0.277
Si -1.325791 1.627973 0.986314 0.081 0.055 0.030
C -3.009794 1.880760 0.240568 -0.135 0.031 -0.031
C -1.246250 2.364071 2.692341 0.000 0.088 0.124
C -0.170138 2.640243 -0.137841 0.022 0.132 -0.026
H -1.573808 -3.931483 0.385700 -0.025 0.029 0.007
H -0.021261 -3.138185 0.363897 -0.016 -0.044 -0.024
H -1.263852 -2.777155 -0.876297 -0.012 0.027 0.026
H -4.066984 -2.322962 0.643776 -0.002 0.019 -0.005
H -3.609190 -0.979661 -0.401945 -0.006 -0.017 0.003
H -4.132735 -0.676091 1.254212 -0.002 -0.009 -0.009
H -2.478320 -2.935421 3.204191 0.023 0.001 0.001
H -2.159970 -1.260501 3.649601 0.011 -0.017 0.007
H -0.815081 -2.368923 3.362361 -0.012 0.012 0.010
H 0.010715 -0.162543 1.841928 0.073 -0.034 -0.079
H -3.811136 1.571163 0.911665 0.003 -0.002 -0.017
H -3.145194 1.347273 -0.703060 0.007 0.022 -0.002
H -3.148644 2.946955 0.040923 -0.007 -0.019 0.000
H -1.878467 1.805158 3.386089 0.022 0.001 0.002
H -1.591302 3.400677 2.695142 0.021 -0.009 0.009
H -0.228735 2.353309 3.095671 -0.020 -0.004 0.012
H -0.451944 2.536626 -1.188773 -0.011 -0.009 -0.001
H 0.895914 2.392488 -0.051292 -0.005 0.033 -0.046
H -0.241447 3.708756 0.083590 -0.029 -0.022 0.028
```
Forces are in eV/Å.

Mulliken population analysis, charges in e, atoms 1 to 5: atom 1 (Y): 1.11, atom 2 (N): -0.10, atom 3 (C): -0.66, atom 4 (C): -0.36, atom 5 (N): 0.01

Here is C16H31NP2PdS as an isolated structure at a distorted geometry from OMol25. Energies are from the ωB97M-V functional and the def2-TZVPD basis.

* ⟨S²⟩: 6.029
* highest occupied orbital energy (spin up / spin down): -12.015 / -14.067 eV
* 2S+1: 5
* energy relative to the best compared isomer or geometry (same formula, charge and spin): 0.000 eV
* net charge: +2

```
52
Properties=species:S:1:pos:R:3:forces:R:3
P 0.107597 -1.897051 -1.236689 0.224 -0.295 -2.488
P 0.204697 2.184669 -1.460942 -1.222 1.678 -0.746
C -0.249154 -0.595844 -2.480401 0.207 -0.065 -0.586
C 0.487146 0.759248 -2.604756 0.075 -0.432 -0.073
H -1.345810 -0.449375 -2.533482 0.565 -0.277 0.135
H 0.015582 -1.150249 -3.397877 -0.215 0.295 0.044
H 1.575497 0.597530 -2.720864 -0.444 0.184 0.239
H 0.140483 1.164468 -3.576122 0.240 0.098 0.422
C -1.226081 3.099803 -2.122885 -0.077 0.108 -0.435
H -1.493467 3.907099 -1.427289 0.168 -0.201 -0.141
H -2.117114 2.472131 -2.260447 0.367 0.115 0.087
H -0.985995 3.549339 -3.094604 0.031 -0.094 0.196
C 1.635126 3.275709 -1.633183 0.312 -0.095 0.007
H 1.568456 3.871449 -2.556939 -0.044 -0.293 0.278
H 2.564697 2.688499 -1.660257 -0.226 0.214 0.061
H 1.669056 3.959559 -0.773371 -0.022 -0.168 -0.260
C -0.951068 -3.194481 -1.946274 -0.198 -0.118 0.208
H -1.002980 -4.090397 -1.312485 0.038 0.248 -0.167
H -0.464569 -3.460192 -2.899867 -0.167 0.003 0.345
H -1.969190 -2.837425 -2.168199 0.397 -0.100 0.238
C 1.746270 -2.612826 -1.382069 0.410 0.126 -0.359
H 2.529575 -1.842195 -1.357519 -0.128 -0.362 0.027
H 1.785873 -3.162969 -2.336051 0.205 0.191 0.378
H 1.894048 -3.322491 -0.548811 -0.052 0.287 -0.321
Pd 2.380492 -0.687432 3.600185 1.304 0.709 -0.501
C -0.196124 2.156197 0.309352 1.517 -1.399 2.099
C -1.296937 1.312900 0.793404 -0.640 0.926 0.120
C -2.309096 0.817965 -0.093992 -1.418 -0.730 -0.346
C -2.752534 -0.585873 0.331757 -0.654 0.676 -0.323
C -1.600617 -1.486288 0.362705 -1.583 -0.422 1.176
C -0.166225 -1.232319 0.343378 3.406 0.055 1.514
C 1.087055 -0.020901 0.491255 0.267 -1.048 -0.470
C 0.938929 1.385233 1.066297 0.177 0.403 0.348
C 1.175238 -2.150713 4.205559 -0.560 -2.153 0.370
H -0.282291 3.199725 0.686258 0.270 -0.271 -0.646
H -1.374558 1.150609 1.870445 -0.024 0.162 -0.333
H -1.916053 0.730251 -1.118480 -0.318 0.190 0.278
H -3.161744 1.521987 -0.115765 -0.023 -0.289 -0.218
H -3.248442 -0.580522 1.325613 0.144 0.117 -0.359
H -3.513182 -0.957804 -0.377987 0.131 -0.011 0.316
H -1.832909 -2.537469 0.575761 0.144 0.406 0.009
H 0.308293 -2.027258 0.974508 -0.423 0.530 0.030
H 1.559820 0.099024 -0.523823 -0.512 -0.347 0.802
H 1.879609 -0.538175 1.097127 -0.858 0.178 -0.443
H 0.709339 1.310027 2.145555 -0.042 0.362 -0.786
H 1.908824 1.909635 1.029207 -0.071 -0.339 -0.191
H 1.306216 -2.076217 5.303969 -0.338 -0.283 -0.538
H 1.576511 -3.107509 3.843863 -0.156 0.105 0.137
H 0.123581 -2.016720 3.895607 0.509 -0.351 0.274
S 0.565193 0.373726 4.349123 -0.398 1.629 0.912
C 0.935221 0.498223 5.977840 -0.201 0.504 2.045
N 1.077714 0.625697 7.142686 -0.094 -0.354 -2.362
```
Forces are in eV/Å.

Mulliken population analysis, charges in e, atoms 1 to 5: atom 1 (P): 0.50, atom 2 (P): 0.79, atom 3 (C): -1.01, atom 4 (C): -1.30, atom 5 (H): 0.51

Here is C16H31NP2RuS as an isolated structure at a distorted geometry from OMol25. Energies are from the ωB97M-V functional and the def2-TZVPD basis.

* ⟨S²⟩: 6.085
* highest occupied orbital energy (spin up / spin down): -12.848 / -13.682 eV
* 2S+1: 5
* energy relative to the best compared isomer or geometry (same formula, charge and spin): 2.533 eV
* net charge: +2

```
52
Properties=species:S:1:pos:R:3:forces:R:3
P -5.631859 0.136354 -0.374352 -0.718 0.021 -1.131
P -4.503108 -3.254477 1.140960 -0.865 -1.385 1.586
C -6.395547 -1.472908 -0.129518 -0.424 -0.897 0.353
C -6.107758 -2.300985 1.140760 0.465 0.027 -0.061
H -6.159819 -2.074035 -1.017953 -0.066 0.173 -0.013
H -7.480774 -1.300932 -0.165794 0.161 0.120 -0.118
H -6.133556 -1.682101 2.057395 -0.069 -0.355 -0.433
H -6.834210 -3.126705 1.234359 -0.060 0.561 0.007
C -4.987969 -4.797188 0.270320 0.274 0.040 -0.063
H -4.112992 -5.454895 0.183690 -0.252 0.082 0.016
H -5.370783 -4.592160 -0.739656 0.116 -0.029 0.268
H -5.766220 -5.293448 0.864386 0.164 0.043 -0.178
C -4.436125 -3.733733 2.887752 -0.243 -0.302 0.180
H -5.083251 -4.607044 3.001544 -0.011 0.104 0.313
H -4.785807 -2.927659 3.541892 0.119 -0.177 -0.099
H -3.418173 -4.013981 3.156253 -0.197 -0.055 0.117
C -6.321504 0.744499 -1.929801 -0.359 -0.029 -0.113
H -5.794251 1.637567 -2.267914 0.092 -0.025 0.121
H -7.367180 1.023374 -1.817003 -0.127 -0.073 0.082
H -6.266730 -0.005093 -2.725741 0.112 0.002 0.176
C -6.074150 1.291216 0.907680 -0.129 0.307 0.454
H -6.044173 0.852046 1.909986 0.096 0.014 -0.197
H -7.084343 1.670622 0.738485 0.007 -0.137 -0.067
H -5.391830 2.146290 0.885157 -0.061 -0.137 -0.026
Ru -1.395716 0.519261 -0.546718 1.078 0.051 0.766
C -1.819328 -2.704256 1.632977 -0.965 1.549 0.132
C -1.661173 -2.692617 0.265137 0.137 1.124 -1.792
C -2.674460 -2.347510 -0.850122 -0.012 0.160 -0.885
C -3.043332 -0.910227 -1.407059 -1.166 -0.357 -0.258
C -3.846828 0.214830 -0.637238 0.806 -0.031 1.085
C -3.092125 0.478005 0.708390 0.024 0.590 -2.136
C -3.342652 -0.668600 1.659538 -0.375 0.870 -0.295
C -2.170768 -1.380609 2.354462 -1.775 -0.866 0.270
C -1.135744 2.448272 -0.862811 -0.581 0.703 0.652
H -1.393385 -3.504783 2.227083 0.725 0.207 -0.025
H -0.644561 -2.756400 -0.152549 -0.293 -1.202 0.217
H -3.594174 -2.988191 -0.707822 0.859 0.998 -0.066
H -2.286209 -2.817899 -1.773823 0.277 0.185 0.410
H -2.105240 -0.448041 -1.904919 -0.500 -0.601 -0.187
H -3.579240 -1.107517 -2.335736 -0.073 -0.178 -0.178
H -3.862544 1.144295 -1.252899 0.418 -0.505 0.125
H -3.160126 1.527585 0.998939 -0.462 -0.379 0.720
H -3.875494 -1.439676 1.042525 0.747 0.850 0.478
H -4.110721 -0.352565 2.381911 0.418 -0.026 0.248
H -1.317611 -0.689622 2.429606 0.096 -0.527 -0.251
H -2.527957 -1.572628 3.374234 0.555 -0.247 -0.074
H -0.624142 2.784693 0.053031 -0.193 0.271 -0.387
H -2.136174 2.879911 -0.975522 0.392 0.535 -0.054
H -0.493724 2.560097 -1.745726 -0.171 -0.073 0.101
S 2.866479 -0.930209 0.512905 -0.431 0.251 -0.088
C 1.430697 -0.407183 0.152068 0.722 -0.481 0.173
N 0.311962 -0.059771 -0.114252 1.717 -0.764 0.125
```
Forces are in eV/Å.

Mulliken population analysis, charges in e, atoms 1 to 5: atom 1 (P): 1.24, atom 2 (P): 0.82, atom 3 (C): -1.07, atom 4 (C): -1.02, atom 5 (H): 0.50

Number 1: DFT total energy -63218.5516 eV. Number 2: DFT total energy -56640.3721 eV. Number 3: DFT total energy -51453.9228 eV. Number 4: DFT total energy -50556.0876 eV.